ORCA calculation (wB97M-V/def2-TZVPD) on a single C9H8S molecule at a distorted geometry.

Last column: Mulliken charge in e.
Atoms and positions in Å:
H  -0.87  -0.93  -1.40  0.52
C  0.99  -0.95  0.71  -0.46
S  1.56  -2.34  -0.39  -0.17
H  0.60  3.56  -0.13  0.46
C  -0.43  -3.00  1.68  -0.55
C  -1.10  1.03  -1.70  -0.59
H  -0.80  -2.53  2.70  0.18
H  1.70  -0.69  1.47  0.48
C  0.27  2.58  -0.31  -0.72
C  -0.72  2.33  -1.25  -0.23
C  0.41  -2.26  0.95  0.05
H  1.35  1.60  1.18  0.22
H  -0.62  -4.07  1.65  0.29
C  -0.61  -0.04  -1.05  -0.33
H  -1.01  3.24  -1.86  0.24
H  -1.68  0.78  -2.59  0.33
C  0.26  0.19  0.05  0.56
C  0.72  1.50  0.29  -0.29

E_LUMO   0.52 eV
Frontier orbital gap   9.0 eV
Energy relative to the best compared isomer or geometry (same formula, charge and spin)   83.6 kJ/mol
Structure (SMILES)   C=C1S[C@H]1c1ccccc1



ORCA calculation (wB97M-V/def2-TZVPD) on C9H9AlNO6 as an isolated structure at a distorted geometry.

Last column: Mulliken charge in e.
Atoms and positions in Å:
C  -0.68  -2.94  -0.54  0.71
O  -0.13  -1.93  0.02  -1.28
H  -2.02  -3.80  -2.00  0.45
Al  0.00  0.14  -0.01  2.45
C  -1.18  0.23  -1.64  0.10
C  0.30  2.81  0.09  0.27
O  0.42  3.96  0.13  -0.01
H  -2.51  -2.21  -1.40  0.30
H  -0.56  -5.49  -1.53  0.39
O  -1.87  0.22  -2.57  -0.01
H  1.59  -3.59  0.83  0.25
O  2.54  -0.33  -1.88  -0.02
C  1.19  -0.14  1.64  0.25
O  -2.57  0.10  1.88  -0.02
C  -1.63  0.17  1.20  0.20
H  0.23  -3.48  1.98  0.24
H  -1.16  -2.35  -2.54  0.28
H  -0.38  -6.16  0.12  0.27
N  -0.31  -4.10  0.01  0.05
C  0.62  -4.04  1.11  -0.62
C  -0.82  -5.36  -0.47  -0.91
C  1.64  -0.10  -1.20  0.21
H  0.81  -5.06  1.43  0.31
C  -1.65  -2.82  -1.68  -1.23
O  1.85  -0.39  2.56  -0.03
H  -1.91  -5.38  -0.38  0.39

E_LUMO   -14.17 eV
Frontier orbital gap   6.2 eV
Net charge   +3



ORCA calculation (wB97M-V/def2-TZVPD) on a 2-piece molecular cluster, C9H9BO overall at a distorted geometry.

Last column: Mulliken charge in e.
Atoms and positions in Å:
C  -1.29  0.43  0.27  0.09
B  2.11  0.86  0.19  0.14
H  -0.93  -1.47  -0.67  0.35
C  -1.67  -0.75  -0.33  -0.15
H  3.20  1.37  -1.98  0.38
C  3.91  -0.19  -0.78  -0.50
C  -2.18  1.31  0.70  -0.48
H  -4.92  -0.59  -0.01  0.27
C  -2.98  -1.00  -0.53  -0.38
C  -3.54  0.87  0.83  -0.45
H  -4.34  1.45  1.29  0.31
O  2.56  -0.02  1.05  -0.28
H  -2.08  2.28  1.20  0.33
H  3.41  -1.70  0.39  0.24
H  4.76  -0.34  -1.37  0.40
H  4.61  -0.66  1.33  0.25
C  3.09  0.81  -1.05  -0.42
C  -3.90  -0.18  0.11  -0.15
C  3.68  -0.71  0.57  -0.15
H  -3.51  -1.76  -1.21  0.23

E_LUMO (spin up / spin down)   0.08 / -0.19 eV
Frontier orbital gap (spin up / spin down)   9.1 / 7.6 eV



ORCA calculation (wB97M-V/def2-TZVPD) on C9H9BeClI2N3O4S as an isolated structure at a distorted geometry.

Last column: Mulliken charge in e.
Atoms and positions in Å:
N  -1.35  -2.47  -0.39  0.12
H  -1.19  -3.67  -2.08  0.35
C  -1.51  -2.81  0.92  -0.48
O  -1.21  1.87  -0.33  -0.42
C  0.88  -0.20  1.16  0.93
S  -0.14  -0.67  -1.96  -0.29
H  -2.41  -2.42  -2.19  0.35
H  3.12  0.41  3.61  0.44
C  -0.77  -1.96  1.67  -0.39
O  0.09  3.58  0.54  -0.59
C  1.57  -0.37  2.36  -0.72
H  -2.14  -3.62  1.24  0.45
C  2.61  0.50  2.66  -0.56
C  2.97  1.47  1.74  -0.76
H  -2.70  -3.84  -1.16  0.32
I  -1.82  2.67  -3.97  0.13
N  -0.14  -1.08  0.80  0.28
C  -0.55  -1.40  -0.47  0.06
C  2.24  1.57  0.57  -0.22
H  1.31  -1.17  3.03  0.35
Be  0.13  1.16  -1.06  -0.01
O  0.47  2.69  -1.57  -0.22
I  -2.31  2.42  -6.58  -0.07
H  3.79  2.13  1.91  0.44
C  -1.95  -3.14  -1.51  -0.82
Cl  -0.55  3.15  -0.61  1.67
N  1.20  0.77  0.29  0.22
H  2.49  2.30  -0.18  0.51
H  -0.69  -1.90  2.73  0.44
O  -1.42  4.04  -1.17  -0.52

E_LUMO   -3.78 eV
Frontier orbital gap   7.5 eV
Net charge   +1



ORCA calculation (wB97M-V/def2-TZVPD) on a single C9H9BrN2OS molecule at a distorted geometry.

Last column: Mulliken charge in e.
Atoms and positions in Å:
C  -1.13  1.40  -0.09  0.11
C  -3.31  0.37  -0.21  0.22
C  0.36  -0.19  -0.17  0.07
N  -0.99  -0.03  -0.22  0.13
C  2.45  1.34  0.07  -0.29
H  -4.17  -1.55  1.16  0.31
H  2.54  1.55  1.17  0.17
C  -4.24  -1.72  0.09  -0.52
H  -2.85  -2.41  -1.29  0.24
C  1.00  1.05  -0.14  0.30
H  -5.07  -2.38  -0.14  0.35
H  2.12  3.58  -0.27  0.25
H  2.91  0.45  -0.29  0.32
O  -4.52  -0.35  -0.30  -0.43
H  3.83  2.93  -0.13  0.36
Br  1.25  -1.87  -0.46  -0.22
H  2.97  2.45  -1.53  0.34
S  -2.76  1.97  -0.01  -0.22
C  2.88  2.68  -0.53  -1.12
H  -2.28  -2.80  0.26  0.36
C  -2.18  -0.67  -0.24  0.39
N  0.03  1.99  -0.08  -0.53
C  -2.76  -2.01  -0.30  -0.59

E_LUMO   0.56 eV
Frontier orbital gap   8.1 eV
Energy relative to the best compared isomer or geometry (same formula, charge and spin)   0.0 kJ/mol
Structure (SMILES)   CCc1nc2sc3c(n2c1Br)CCO3



ORCA calculation (wB97M-V/def2-TZVPD) on a single C9H9BrO molecule at a distorted geometry.

Last column: Mulliken charge in e.
Atoms and positions in Å:
C  -1.54  -1.65  -1.05  -0.65
H  0.00  -0.57  -1.91  0.32
C  -0.40  -0.85  -1.02  -0.20
C  1.86  1.17  -1.03  -0.04
C  1.58  0.43  0.25  0.39
C  0.06  -0.35  0.16  0.72
H  -2.27  -1.48  2.42  0.27
H  1.59  0.77  -2.08  0.20
C  -2.30  -1.82  0.09  -0.34
H  2.23  2.93  -0.09  0.20
C  -1.89  -1.30  1.34  -0.53
C  -0.66  -0.64  1.31  -0.20
O  1.78  1.04  1.41  -0.59
H  2.51  3.16  -1.82  0.32
H  -2.98  -2.72  -0.05  0.25
C  2.30  2.45  -1.04  -0.88
Br  2.81  -1.31  0.24  -0.20
H  -1.82  -2.05  -2.01  0.37
H  1.86  0.59  2.31  0.43
H  -0.36  -0.13  2.24  0.16

E_LUMO   0.22 eV
Frontier orbital gap   9.4 eV
Energy relative to the best compared isomer or geometry (same formula, charge and spin)   65.4 kJ/mol
Structure (SMILES)   C=C[C@](O)(Br)c1ccccc1



ORCA calculation (wB97M-V/def2-TZVPD) on C9H9Cl7CuF12MgO12S4 as an isolated structure at a distorted geometry.

Last column: Mulliken spin population.
Atoms and positions in Å:
Cl  2.73  -8.00  4.88  0.00
H  4.02  -6.59  2.98  0.00
F  1.69  6.97  -8.37  0.00
S  -0.16  -0.67  -0.63  0.00
F  1.96  -2.12  -1.32  0.00
O  0.30  7.65  -5.74  0.00
Cu  1.16  -0.18  5.01  0.00
C  2.07  -7.47  3.35  0.00
Cl  -3.60  -4.70  -5.49  0.00
H  -3.11  -6.10  -3.71  0.00
F  7.22  2.23  3.28  0.00
Cl  -5.43  -6.55  -4.30  0.00
O  0.77  5.34  -5.08  0.00
H  -6.25  -4.98  2.41  0.00
F  -4.57  7.03  2.35  0.00
S  -1.96  6.85  1.49  -0.12
C  6.86  3.22  2.42  0.00
H  -5.30  -4.55  4.67  0.00
O  -2.12  7.94  0.49  0.46
C  -3.80  6.10  1.74  -0.01
O  4.31  2.34  3.25  0.00
F  -4.29  5.80  0.51  0.00
Cl  -3.03  -7.62  -5.50  0.00
C  0.66  -2.20  -1.57  0.00
H  -5.20  -3.92  1.64  0.00
C  1.88  6.11  -7.35  0.00
C  2.98  -6.33  2.78  0.00
F  0.07  -3.34  -1.15  0.00
F  2.95  6.45  -6.66  0.00
O  4.65  4.78  3.04  0.00
F  -3.77  5.03  2.56  0.00
F  7.18  2.91  1.14  0.00
H  1.05  -7.12  3.52  0.00
O  -0.82  5.76  -6.91  0.00
C  -5.22  -4.64  2.45  0.00
Cl  -3.17  -3.61  4.06  0.00
O  0.31  0.57  -1.24  0.00
O  -1.12  5.78  0.97  0.32
C  -4.94  -3.95  3.83  0.00
F  2.03  4.84  -7.87  0.00
O  -1.46  7.28  2.79  0.35
O  4.45  3.40  1.11  0.00
C  -3.69  -6.22  -4.62  0.00
F  7.49  4.36  2.79  0.00
S  0.38  6.24  -6.17  0.00
Cl  2.75  -4.73  3.55  0.00
S  4.92  3.42  2.51  0.00
O  0.33  -0.71  0.77  0.00
H  2.96  -6.21  1.70  0.00
O  -1.58  -0.87  -0.79  0.00
H  2.02  -8.29  2.64  0.00
Cl  -4.12  -5.96  2.02  0.00
F  0.40  -2.11  -2.87  0.00
H  -5.37  -2.98  4.08  0.00
Mg  1.54  4.34  -1.47  0.00

Spin multiplicity   2
E_LUMO (spin up / spin down)   -6.40 / -6.41 eV
Frontier orbital gap (spin up / spin down)   2.8 / 2.8 eV



ORCA calculation (wB97M-V/def2-TZVPD) on C9H9Co2F3I2O4S as an isolated structure at a distorted geometry.

Last column: Mulliken spin population.
Atoms and positions in Å:
H  1.12  0.86  -3.14  0.00
C  0.87  -0.04  -3.72  0.02
C  1.36  1.74  -0.39  -0.03
F  -1.57  -1.68  1.42  0.05
F  -1.17  -0.28  3.05  0.06
O  3.99  -0.86  -1.61  0.08
O  1.38  -1.89  2.01  0.02
Co  -0.48  0.90  0.58  2.42
O  -0.33  3.28  2.19  0.04
H  -1.68  0.53  -4.96  0.01
S  -0.54  -0.66  -1.46  0.22
H  -2.00  -2.12  -3.64  0.01
H  0.92  0.22  -4.79  0.00
H  1.61  -0.81  -3.49  0.00
H  -1.09  -1.70  -5.18  0.01
C  -0.99  -1.84  -4.06  0.02
H  -1.32  1.49  -3.51  0.01
C  -1.63  0.50  -3.85  0.07
C  3.10  -0.45  -0.98  -0.07
Co  1.69  0.10  -0.05  2.09
F  -2.93  -0.04  1.77  0.07
H  -0.23  -2.66  -3.86  0.00
C  -1.58  -0.36  1.75  0.19
I  -1.16  -3.11  -1.17  1.07
O  1.45  2.81  -0.92  0.06
I  -2.35  1.48  -1.27  1.48
C  -0.57  -0.48  -3.35  0.08
H  -2.60  0.16  -3.45  0.02
C  -0.34  2.31  1.54  -0.02
C  1.37  -1.00  1.24  0.02

Spin multiplicity   9
E_LUMO (spin up / spin down)   -17.77 / -19.15 eV
Frontier orbital gap (spin up / spin down)   6.2 / 6.2 eV
Energy relative to the best compared isomer or geometry (same formula, charge and spin)   109.0 kJ/mol
Net charge   +4



ORCA calculation (wB97M-V/def2-TZVPD) on a 2-piece molecular cluster, C9H9F2NO2Si overall at a distorted geometry.

Last column: Mulliken charge in e.
Atoms and positions in Å:
H  -3.38  2.71  -0.44  0.42
Si  1.23  0.83  0.18  0.55
O  3.04  -1.91  1.74  -0.40
C  1.74  -0.58  -0.91  0.11
H  -0.61  -0.40  2.04  0.30
H  2.62  -0.08  -2.73  0.33
F  1.94  0.81  1.62  -0.28
C  -2.66  0.09  1.51  -0.41
H  1.36  -2.61  -1.53  0.32
H  -2.91  -0.72  2.18  0.35
H  3.49  -1.35  -1.95  0.23
H  0.51  -1.41  -2.57  0.18
C  1.33  -1.66  -1.81  -0.47
C  2.63  -0.81  -2.05  -0.54
C  -1.28  0.28  1.48  -0.41
C  -0.64  1.10  0.52  0.27
C  -3.52  1.01  0.84  -0.39
F  1.81  2.20  -0.41  -0.28
H  -0.95  2.69  -0.88  0.23
C  -1.48  1.95  -0.15  -0.17
C  -2.87  2.01  0.11  -0.55
O  1.24  -3.05  1.05  -0.42
H  -4.65  1.03  0.95  0.30
N  1.99  -2.13  1.19  0.72

E_LUMO (spin up / spin down)   -1.46 / -0.94 eV
Frontier orbital gap (spin up / spin down)   7.6 / 8.6 eV
Energy relative to the best compared isomer or geometry (same formula, charge and spin)   237.9 kJ/mol



ORCA calculation (wB97M-V/def2-TZVPD) on a single C9H9F3N2 molecule at a distorted geometry.

Last column: Mulliken charge in e.
Atoms and positions in Å:
C  -2.91  0.60  0.63  -0.30
C  2.11  0.54  0.48  0.48
H  -3.15  0.82  -1.46  0.39
C  -2.06  0.45  1.64  -0.89
H  2.19  1.14  -2.11  0.20
F  3.44  0.37  0.06  -0.29
C  1.22  -2.39  0.11  -0.32
C  -0.33  0.28  0.03  -0.11
N  1.32  0.69  -1.89  -0.78
H  -3.95  0.36  0.64  0.35
C  1.09  -0.10  -0.44  1.33
H  -0.17  -0.03  2.08  0.62
H  -2.50  0.18  2.58  0.31
H  1.39  -3.45  -0.18  0.26
F  2.17  0.15  1.83  -0.28
C  -0.75  0.17  1.32  -0.24
N  1.25  -1.47  -0.73  -0.50
H  -0.84  0.74  -2.04  0.39
C  -1.17  0.61  -0.99  -0.33
H  1.15  -2.20  1.15  0.25
H  1.11  -0.05  -2.57  0.26
C  -2.50  0.75  -0.64  -0.55
F  1.88  1.84  0.52  -0.25

E_LUMO   0.75 eV
Frontier orbital gap   10.1 eV
Energy relative to the best compared isomer or geometry (same formula, charge and spin)   47.0 kJ/mol
Structure (SMILES)   C=N[C@@](N)(c1ccccc1)C(F)(F)F



Copy entry 3 word for word.
ORCA calculation (wB97M-V/def2-TZVPD) on a 2-piece molecular cluster, C9H9BO overall at a distorted geometry.

Last column: Mulliken charge in e.
Atoms and positions in Å:
C  -1.29  0.43  0.27  0.09
B  2.11  0.86  0.19  0.14
H  -0.93  -1.47  -0.67  0.35
C  -1.67  -0.75  -0.33  -0.15
H  3.20  1.37  -1.98  0.38
C  3.91  -0.19  -0.78  -0.50
C  -2.18  1.31  0.70  -0.48
H  -4.92  -0.59  -0.01  0.27
C  -2.98  -1.00  -0.53  -0.38
C  -3.54  0.87  0.83  -0.45
H  -4.34  1.45  1.29  0.31
O  2.56  -0.02  1.05  -0.28
H  -2.08  2.28  1.20  0.33
H  3.41  -1.70  0.39  0.24
H  4.76  -0.34  -1.37  0.40
H  4.61  -0.66  1.33  0.25
C  3.09  0.81  -1.05  -0.42
C  -3.90  -0.18  0.11  -0.15
C  3.68  -0.71  0.57  -0.15
H  -3.51  -1.76  -1.21  0.23

E_LUMO (spin up / spin down)   0.08 / -0.19 eV
Frontier orbital gap (spin up / spin down)   9.1 / 7.6 eV